C4H10N2O2 | ωB97M-V/def2-TZVPD

Kohn-Sham gap	0.360	hartree
electronic energy	-11382.273	eV
ΔE to the lowest compared entry with this formula, charge and spin	446.7	kJ/mol
E_HOMO	-8.96	eV

Each line ends with the Mulliken charge.
Element x y z (Å)
C1 0.600435 0.869824 -0.380775  0.65
N1 1.447951 1.471363 -1.385617  -0.68
C2 0.015193 -0.809935 -2.073955  -0.41
O1 1.209900 0.568984 0.775433  -0.67
O2 -0.507102 1.717883 -0.144885  -0.55
N2 0.017490 -0.434566 -0.875082  -0.17
H1 0.535374 -0.208072 1.299523  0.38
H2 -0.855849 2.013437 -0.995168  0.34
H3 1.621267 2.432275 -1.112967  0.23
H4 2.341658 0.991474 -1.387859  0.27
H5 -0.418454 -1.775039 -2.321522  0.27
H6 0.392216 -0.180222 -2.879688  0.31
C3 -0.483992 -1.354137 1.669161  -0.83
C4 -1.557386 -0.831711 2.259686  -0.44
H7 -1.914547 -1.134583 3.237788  0.29
H8 0.024180 -2.191630 2.140302  0.33
H9 -0.369520 -1.132785 0.374784  0.47
H10 -2.098813 -0.012559 1.800842  0.21

Cartesian forces (eV/Å) of the 2 atoms listed first:
-0.8 -0.4 -0.9
-0.1 0.0 0.3

***

C21H45F6O15SV | ωB97M-V/def2-TZVPD

Kohn-Sham gap	0.340	hartree
electronic energy	-106044.541	eV
E_HOMO	-9.50	eV

Each line ends with the Mulliken charge.
Element x y z (Å)
O1 -0.447518 0.046444 1.366228  -0.59
V1 0.754928 -0.969994 1.210215  0.96
O2 1.367751 -0.689358 -0.241153  -0.41
C1 4.438839 1.183832 2.388401  0.66
F1 4.220834 2.182223 1.533980  -0.17
F2 4.832871 0.122187 1.674841  -0.21
F3 5.432947 1.529144 3.206015  -0.24
S1 2.911497 0.785716 3.333960  1.27
O3 2.438276 2.050672 3.786938  -0.59
O4 2.083955 0.176575 2.276886  -0.95
O5 3.332243 -0.176039 4.316209  -0.76
C2 -0.931123 -1.763456 3.847808  -0.87
O6 0.116737 -2.145537 2.953025  0.54
C3 0.959131 -3.178287 3.447151  -0.82
C4 1.931270 -3.567558 2.363050  -0.52
O7 2.435607 -2.430001 1.758908  0.25
C5 3.545433 -2.678370 0.903425  -0.91
H1 -0.476456 -1.413028 4.777965  0.30
H2 -1.566050 -2.629238 4.031704  0.17
H3 -1.464892 -0.951508 3.372527  0.18
H4 0.369286 -4.058287 3.724239  0.35
H5 1.485449 -2.807664 4.335025  0.54
H6 1.434725 -4.222377 1.635388  0.15
H7 2.707194 -4.194934 2.820090  0.54
H8 3.300697 -3.411682 0.124599  0.33
H9 4.392099 -3.036928 1.491156  0.30
H10 3.792756 -1.744686 0.411787  0.22
C6 1.284604 -1.480310 -3.308828  -0.61
O8 0.148573 -2.188991 -3.721305  -0.30
C7 -0.644521 -1.450971 -4.596974  -0.90
C8 -1.330126 -0.228531 -4.023971  0.13
O9 -2.239278 -0.591662 -3.021591  -0.29
C9 -2.996445 0.521189 -2.635767  -0.52
H11 1.963416 -1.235770 -4.139964  0.39
H12 1.840248 -2.077564 -2.593902  0.12
H13 0.993781 -0.548406 -2.821508  0.17
H14 -1.414126 -2.111812 -4.999993  0.35
H15 -0.073010 -1.099199 -5.472673  0.39
H16 -1.839530 0.269507 -4.865256  0.25
H17 -0.610707 0.489346 -3.607310  0.10
H18 -3.627699 0.868132 -3.463006  0.34
H19 -2.350296 1.350286 -2.326036  0.16
H20 -3.634871 0.208689 -1.812804  0.30
C10 0.154605 -3.607271 -0.620167  -0.99
O10 -0.391796 -2.647052 0.264543  0.40
C11 -1.816311 -2.586690 0.294834  -0.11
C12 -2.463058 -3.917201 0.613679  -0.83
O11 -2.079564 -4.371667 1.897707  -0.07
C13 -3.038973 -5.191898 2.495957  -0.97
H21 1.167490 -3.274058 -0.841138  -0.10
H22 -0.416505 -3.668242 -1.544003  0.41
H23 0.225048 -4.581486 -0.126683  0.27
H24 -2.198059 -2.264798 -0.677782  0.19
H25 -2.083170 -1.871550 1.068344  0.14
H26 -2.253791 -4.671871 -0.161361  0.34
H27 -3.554464 -3.758338 0.568677  0.56
H28 -2.736191 -5.365953 3.527218  0.24
H29 -3.101035 -6.169833 2.001803  0.32
H30 -4.023161 -4.710521 2.489406  0.41
C14 -2.360025 2.970798 0.860319  -0.65
O12 -1.978026 3.518667 -0.394462  -0.14
C15 -3.057319 3.905002 -1.165261  -0.70
C16 -2.612914 4.132434 -2.582533  -0.70
O13 -2.400631 2.926691 -3.262383  -0.20
C17 -1.523047 3.058879 -4.365180  -0.81
H31 -2.811630 1.978799 0.687469  0.21
H32 -3.126404 3.582781 1.351077  0.39
H33 -1.469017 2.854358 1.458861  0.08
H34 -3.458852 4.872937 -0.811389  0.44
H35 -3.890402 3.188113 -1.106493  0.40
H36 -1.708541 4.759048 -2.548451  0.42
H37 -3.388975 4.725246 -3.092621  0.32
H38 -1.712636 2.211422 -5.023603  0.17
H39 -0.475285 2.968526 -4.036340  0.25
H40 -1.648182 4.010773 -4.883382  0.43
C18 2.124156 2.788493 -1.418767  -1.44
C19 1.377306 2.957382 -0.109758  1.83
O14 2.047517 4.012863 0.603775  -0.38
C20 1.567698 4.373548 1.758172  0.37
O15 0.565319 4.013277 2.272591  -0.51
C21 2.495994 5.413318 2.403861  0.86
F4 3.698187 4.875246 2.697838  -0.22
F5 2.687287 6.442346 1.556624  -0.28
F6 1.952448 5.882850 3.506436  -0.25
H41 1.873307 1.857128 -1.916988  0.06
H42 3.201763 2.798802 -1.206341  0.42
H43 1.989124 3.642036 -2.088029  0.40
H44 1.450402 2.048886 0.479189  -0.43
H45 0.331834 3.185967 -0.314718  -0.36

Cartesian forces (eV/Å) of the 2 atoms listed first:
0.0 -0.7 -0.1
0.6 1.6 -1.1

***

C25H21BrN5O4SSn | ωB97M-V/def2-TZVPD

charge	+1
Kohn-Sham gap	0.248	hartree
electronic energy	-128607.253	eV
ΔE to the lowest compared entry with this formula, charge and spin	119.2	kJ/mol
E_HOMO	-10.35	eV

Each line ends with the Mulliken charge.
Element x y z (Å)
Sn1 0.457990 0.601239 0.132907  0.52
O1 -3.430743 2.538356 -1.057660  -0.68
C1 -2.914893 3.587954 -1.743424  0.51
C2 -3.799928 4.568703 -2.181329  -0.66
C3 -3.338775 5.656476 -2.899436  -0.39
C4 -1.984255 5.792380 -3.188442  -0.80
C5 -1.106675 4.820853 -2.743159  -0.31
C6 -1.553082 3.710433 -2.029788  0.12
C7 -0.543036 2.683971 -1.591372  0.42
O2 -0.915732 1.966046 -0.452600  -0.65
N1 -0.363344 1.728375 -2.683632  0.04
N2 0.360249 0.631316 -2.423287  -0.29
C8 0.739821 -0.108199 -3.395524  -0.53
C9 1.436992 -1.375699 -3.237542  0.41
Br1 1.516317 -2.044900 -1.459411  -0.17
C10 1.944146 -2.126702 -4.213333  -0.84
C11 2.081024 -1.714358 -5.626126  0.51
C12 1.870925 -2.659534 -6.630198  -0.45
C13 2.034664 -2.318939 -7.962512  -0.53
C14 2.442209 -1.036467 -8.307890  -0.45
C15 2.677444 -0.095834 -7.316353  -0.58
C16 2.494948 -0.430474 -5.982837  -0.42
H1 -2.683527 2.031471 -0.693274  0.34
H2 -4.848182 4.453535 -1.938641  0.44
H3 -4.040539 6.410450 -3.231886  0.39
H4 -1.620230 6.649273 -3.737929  0.41
H5 -0.044582 4.919512 -2.945858  0.38
H6 0.412853 3.198092 -1.405704  0.20
H7 -0.556845 2.006620 -3.635430  0.37
H8 0.505713 0.171272 -4.421000  0.60
H9 2.295821 -3.121242 -3.965902  0.41
H10 1.566372 -3.664264 -6.361784  0.41
H11 1.854581 -3.056748 -8.732826  0.38
H12 2.589565 -0.776176 -9.347504  0.39
H13 3.021212 0.895771 -7.579541  0.39
H14 2.720867 0.295172 -5.211183  0.56
N3 -1.691238 -3.531507 0.591177  -0.40
C17 -0.902500 -2.513331 0.946686  0.70
S1 -1.556288 -0.942802 0.606429  -0.41
N4 0.277340 -2.893417 1.405785  -1.42
N5 1.033941 -2.045115 2.112942  1.24
C18 2.322525 -2.112354 2.284401  -0.64
C19 2.704437 -1.134969 3.239407  1.14
C20 3.910595 -0.732742 3.824511  -0.89
C21 3.850952 0.279954 4.752043  -0.52
C22 2.628116 0.893143 5.089454  -0.59
C23 1.430656 0.509493 4.520130  -0.74
C24 1.517388 -0.522071 3.601002  0.52
O3 0.463259 -1.074211 2.918716  -0.28
H15 -2.555897 -3.352274 0.111211  0.20
H16 -1.379711 -4.477562 0.742686  0.25
H17 2.890930 -2.846812 1.737115  0.54
H18 4.847391 -1.202641 3.558359  0.43
H19 4.757888 0.612888 5.236869  0.42
H20 2.626797 1.693306 5.817505  0.41
H21 0.489833 0.972630 4.775062  0.53
O4 -1.559209 2.772561 2.737642  -0.19
C25 -0.783350 2.063401 2.350776  0.23

Cartesian forces (eV/Å) of the 2 atoms listed first:
0.3 -0.2 -0.1
0.0 0.1 0.0

***

What is the electronic energy in the first record?
-11382.273 eV

***

Which formula does entry 1 have?
C4H10N2O2

***

Which formula does entry 3 have?
C25H21BrN5O4SSn